i.
Here is a molecular structure, C11H14BN7PbS from the OMol25 dataset. Energies are from ωB97M-V/def2-TZVPD.

Last column: Löwdin charge in e.
CARTESIAN COORDINATES (ANGSTROEM)
H: -2.76 -0.29 -2.17  0.08
N: -0.74 0.25 -1.99  -0.21
B: 1.82 0.59 -2.47  -0.54
N: 0.42 -0.15 -2.62  0.01
C: 0.11 -1.13 -3.49  -0.01
Pb: -1.51 2.24 -1.24  1.48
H: 0.87 -1.58 -4.15  0.16
C: -1.26 -1.37 -3.45  -0.02
H: -1.84 -2.09 -4.06  0.13
C: -1.77 -0.49 -2.51  -0.18
H: 2.15 0.89 -3.56  0.13
C: -0.36 -0.12 1.70  0.16
H: -1.17 0.55 2.16  0.10
H: 0.66 0.31 1.57  0.09
H: -0.66 -0.78 0.84  0.08
N: 2.72 -0.29 -1.64  -0.08
N: 1.79 1.92 -1.76  -0.02
N: 2.23 -1.12 -0.68  0.04
N: 0.83 2.46 -0.95  -0.16
C: 4.03 -0.47 -1.78  -0.09
C: 2.75 2.83 -1.98  -0.02
H: 4.57 0.14 -2.46  0.12
H: 3.58 2.65 -2.62  0.14
C: 4.45 -1.50 -0.95  -0.04
C: 2.41 4.04 -1.38  0.01
C: 3.23 -1.98 -0.38  -0.13
C: 1.18 3.78 -0.76  -0.15
H: 5.43 -1.93 -0.87  0.10
H: 2.90 5.01 -1.40  0.13
H: 3.06 -2.86 0.27  0.11
H: 0.46 4.36 -0.21  0.09
H: -0.69 -1.03 2.53  0.01
S: -4.14 -1.67 2.83  1.01
C: -2.56 -1.84 2.87  -0.69
N: -1.35 -1.92 2.99  0.17

charge	+2
LUMO (alpha / beta)	-11.5 / -11.5	eV
spin multiplicity	1

***

ii.
Here is a molecular structure, C11H14BN7PbS from the OMol25 dataset. Energies are from ωB97M-V/def2-TZVPD.

Last column: Löwdin charge in e.
CARTESIAN COORDINATES (ANGSTROEM)
H: -2.20 2.23 1.68  0.12
N: -2.16 0.63 0.29  -0.05
B: -2.80 -1.28 -1.40  -0.38
N: -3.17 -0.08 -0.40  -0.01
C: -4.36 0.47 -0.05  -0.02
Pb: 0.27 0.00 -0.14  1.48
H: -5.29 0.07 -0.50  0.15
C: -4.15 1.52 0.86  -0.01
H: -4.91 2.18 1.35  0.14
C: -2.75 1.56 1.04  -0.12
H: -3.80 -1.74 -1.88  0.12
C: 2.24 -0.79 -0.42  -0.13
H: 3.15 -0.40 0.02  0.05
H: 2.26 -0.63 -1.50  0.03
H: 2.08 -1.83 -0.13  0.03
N: -2.04 -2.42 -0.56  -0.01
N: -1.84 -0.72 -2.57  0.00
N: -0.86 -2.10 0.16  -0.09
N: -0.63 -0.08 -2.25  -0.13
C: -2.32 -3.72 -0.32  -0.02
C: -1.95 -0.69 -3.92  0.00
H: -3.23 -4.16 -0.77  0.16
H: -2.87 -1.10 -4.38  0.16
C: -1.32 -4.28 0.50  -0.01
C: -0.80 -0.06 -4.48  0.01
C: -0.43 -3.22 0.75  -0.12
C: 0.01 0.27 -3.38  -0.11
H: -1.24 -5.32 0.89  0.14
H: -0.57 0.14 -5.55  0.13
H: 0.48 -3.26 1.34  0.12
H: 0.98 0.74 -3.37  0.12
H: 1.12 0.56 2.08  -0.14
S: 1.21 1.90 1.83  0.75
C: 3.06 1.96 2.06  -0.49
N: 4.12 2.37 2.38  0.16

charge	+2
LUMO	-10.3	eV
spin multiplicity	1

***

What should be chosen as the least stable of them? Choose i.

***

i.
Here is a molecular structure, H16O8Xe from the OMol25 dataset. Energies are from ωB97M-V/def2-TZVPD.

Last column: Löwdin charge in e.
CARTESIAN COORDINATES (ANGSTROEM)
Xe: 0.78 0.22 -0.32  0.27
O: -1.42 -0.15 -3.62  -0.08
H: -0.79 -0.75 -3.21  -0.04
H: -0.92 0.31 -4.29  0.03
O: 2.61 2.97 2.11  -0.08
H: 1.72 2.84 2.45  -0.04
H: 3.18 2.85 2.87  0.02
O: -1.02 3.51 0.40  -0.06
H: -0.46 3.94 -0.24  0.06
H: -1.78 3.21 -0.09  0.05
O: -0.66 -0.20 3.47  -0.04
H: 0.13 -0.75 3.50  0.05
H: -1.34 -0.78 3.14  0.04
O: -0.04 2.59 2.88  -0.06
H: -0.07 1.64 2.81  -0.01
H: -0.42 2.90 2.05  -0.01
O: 2.33 -2.97 -2.70  -0.08
H: 2.42 -2.63 -3.59  0.03
H: 1.46 -2.70 -2.42  -0.04
O: -0.31 -2.41 -2.34  -0.10
H: -0.74 -2.51 -1.49  0.00
H: -0.76 -3.03 -2.91  0.08
O: -1.48 -2.91 0.24  -0.05
H: -0.58 -3.00 0.54  0.04
H: -1.83 -2.18 0.75  0.04

charge	0
LUMO	-0.2	eV
spin multiplicity	1

***

ii.
Here is a molecular structure, H16O8Xe from the OMol25 dataset. Energies are from ωB97M-V/def2-TZVPD.

Last column: Löwdin charge in e.
CARTESIAN COORDINATES (ANGSTROEM)
Xe: 0.21 0.28 0.19  0.40
O: -0.30 -2.71 -2.25  -0.08
H: -0.35 -2.86 -1.30  -0.03
H: -0.50 -1.78 -2.36  -0.05
O: 3.68 1.00 -0.88  -0.07
H: 3.06 1.24 -1.56  0.04
H: 3.30 0.23 -0.46  0.01
O: -0.69 -3.37 0.65  -0.07
H: -0.74 -2.78 1.40  -0.05
H: -1.58 -3.72 0.56  0.05
O: -3.57 -0.62 0.43  -0.06
H: -4.13 -0.56 1.20  0.03
H: -2.68 -0.51 0.78  -0.05
O: 0.14 4.33 0.57  -0.08
H: 0.87 3.71 0.60  -0.04
H: -0.48 4.02 1.22  0.02
O: -0.89 -0.12 -3.17  -0.08
H: -1.23 0.77 -3.10  0.04
H: -0.56 -0.18 -4.07  0.05
O: -0.93 -1.80 2.84  -0.08
H: -1.60 -2.36 3.23  0.06
H: -0.18 -1.89 3.41  0.07
O: 2.75 3.15 0.92  -0.07
H: 3.19 2.56 0.31  -0.01
H: 3.22 3.98 0.83  0.05

charge	0
LUMO	-0.1	eV
spin multiplicity	1

***

What should be chosen as the least stable of them? Choose ii.

***

i.
Here is a molecular structure, C7H12O3 from the OMol25 dataset. Energies are from ωB97M-V/def2-TZVPD.

Last column: Löwdin charge in e.
CARTESIAN COORDINATES (ANGSTROEM)
C: 1.30 1.57 0.31  0.03
C: 0.23 0.66 -0.16  -0.37
C: -1.56 0.90 -0.14  0.01
C: -1.53 -0.58 -0.46  -0.16
C: -0.68 -0.73 -1.70  -0.10
O: 0.45 0.13 -1.41  -0.09
C: -0.48 -0.38 0.64  -0.26
C: -0.68 -0.45 2.13  -0.31
O: -0.60 0.58 2.84  -0.04
H: 1.17 2.54 -0.20  0.10
H: 1.22 1.74 1.39  0.09
H: 2.30 1.18 0.09  0.09
H: -2.14 1.24 0.72  0.12
H: -1.75 1.59 -0.97  0.12
H: -2.39 -1.24 -0.31  0.16
H: -0.31 -1.75 -1.86  0.13
H: -1.17 -0.36 -2.61  0.13
H: -1.44 -1.22 2.38  0.14
H: 0.24 -1.33 1.28  0.21
O: 2.42 -1.70 -0.63  -0.06
H: 2.22 -0.97 -1.24  0.02
H: 3.17 -1.40 -0.10  0.04

charge	0
LUMO	0.7	eV
spin multiplicity	1

***

ii.
Here is a molecular structure, C7H12O3 from the OMol25 dataset. Energies are from ωB97M-V/def2-TZVPD.

Last column: Löwdin charge in e.
CARTESIAN COORDINATES (ANGSTROEM)
O: 2.37 3.17 0.06  0.11
C: 1.46 2.38 0.10  -0.11
H: 0.50 2.56 -0.42  0.15
O: 1.37 1.47 2.27  -0.19
H: 0.44 1.31 2.48  0.00
O: 1.76 0.71 -0.13  -0.18
C: 1.20 -0.05 -1.17  -0.32
C: 1.21 -1.53 -1.00  -0.03
C: -0.10 -0.78 -1.01  -0.21
C: -0.91 -0.66 0.24  -0.28
C: -2.22 0.08 0.22  -0.12
C: -2.20 -1.42 0.39  -0.11
H: 1.42 0.40 -2.14  0.15
H: 1.48 -2.15 -1.85  0.11
H: 1.54 -1.90 -0.02  0.12
H: -0.69 -0.85 -1.92  0.15
H: -0.32 -0.54 1.15  0.12
H: -2.48 0.70 1.08  0.10
H: -2.55 0.47 -0.74  0.10
H: -2.51 -2.03 -0.45  0.11
H: -2.44 -1.82 1.37  0.10
H: 1.66 0.49 1.49  0.23

charge	0
LUMO	0.3	eV
spin multiplicity	1

***

What should be chosen as the least stable of them? Choose i.

***

i.
Here is a gas-phase ion, C18H24NO2 (charge +1) from the OMol25 dataset. Energies are from ωB97M-V/def2-TZVPD.

Last column: Löwdin charge in e.
CARTESIAN COORDINATES (ANGSTROEM)
C: -3.34 -1.05 -1.66  -0.01
N: -1.98 -1.21 -1.13  -0.19
C: -1.02 -1.44 -2.23  0.01
H: -1.32 -2.33 -2.78  0.12
H: -0.03 -1.59 -1.82  0.10
H: -1.01 -0.59 -2.90  0.11
H: -1.70 -0.29 -0.68  0.13
C: -1.93 -2.29 -0.11  -0.08
H: -2.84 -2.24 0.49  0.14
H: -1.89 -3.24 -0.64  0.15
C: -0.73 -2.18 0.83  -0.16
H: -0.75 -1.21 1.35  0.13
H: -0.82 -2.98 1.58  0.15
O: 0.46 -2.32 0.09  -0.16
C: 1.63 -2.60 0.85  -0.15
H: 2.42 -2.64 0.10  0.13
H: 1.55 -3.57 1.35  0.13
C: 1.93 -1.51 1.90  -0.14
O: 1.42 -0.25 1.51  -0.08
C: 1.90 0.37 0.39  -0.20
C: 3.16 0.14 -0.15  0.00
C: 3.58 0.83 -1.27  -0.06
C: 2.74 1.75 -1.88  -0.07
C: 1.48 1.97 -1.36  -0.02
C: 1.04 1.29 -0.23  -0.11
C: -0.32 1.53 0.29  -0.17
C: -1.40 1.63 -0.59  -0.09
C: -2.68 1.88 -0.12  -0.09
C: -2.91 1.99 1.24  -0.07
C: -1.85 1.89 2.12  -0.05
C: -0.56 1.67 1.65  -0.01
H: 0.26 1.63 2.35  0.13
H: -2.02 2.01 3.18  0.11
H: -3.91 2.19 1.60  0.11
H: -3.50 2.00 -0.82  0.11
H: -1.21 1.61 -1.66  0.12
H: 0.84 2.71 -1.82  0.12
H: 3.08 2.29 -2.75  0.11
H: 4.57 0.65 -1.67  0.11
H: 3.83 -0.56 0.32  0.11
H: 1.40 -1.72 2.83  0.14
H: 3.00 -1.48 2.11  0.13
H: -3.36 -0.28 -2.43  0.11
H: -3.68 -1.99 -2.09  0.12
H: -4.02 -0.76 -0.86  0.11

charge	+1
LUMO	-2.2	eV
spin multiplicity	1
structure (SMILES)	C[NH+](C)CCOCCOc1ccccc1-c1ccccc1

***

ii.
Here is a gas-phase ion, C18H24NO2 (charge +1) from the OMol25 dataset. Energies are from ωB97M-V/def2-TZVPD.

Last column: Löwdin charge in e.
CARTESIAN COORDINATES (ANGSTROEM)
C: -4.00 -0.92 -1.19  -0.05
C: -2.49 -1.09 -1.32  -0.15
N: -1.70 -0.18 -0.45  -0.08
C: -1.80 -0.48 1.00  -0.05
H: -2.85 -0.45 1.30  0.15
H: -1.24 0.29 1.53  0.14
C: -1.24 -1.86 1.40  -0.30
O: -2.21 -2.83 1.08  -0.01
H: -2.04 -3.65 1.56  0.12
C: 0.10 -2.18 0.70  -0.13
O: 0.76 -0.97 0.39  -0.10
C: 2.13 -1.02 0.14  -0.24
C: 2.79 -2.15 -0.31  -0.02
C: 4.15 -2.10 -0.56  -0.07
C: 4.85 -0.92 -0.36  -0.08
C: 4.19 0.20 0.10  -0.06
C: 2.84 0.16 0.35  -0.01
H: 2.31 1.02 0.72  0.10
H: 4.74 1.12 0.26  0.11
H: 5.91 -0.89 -0.56  0.11
H: 4.66 -2.98 -0.92  0.11
H: 2.25 -3.08 -0.48  0.11
H: 0.72 -2.80 1.35  0.15
H: -0.10 -2.75 -0.22  0.14
H: -1.08 -1.82 2.48  0.16
H: -0.69 -0.31 -0.65  0.16
C: -2.01 1.26 -0.71  -0.07
C: -0.88 2.15 -0.26  -0.23
C: -0.97 2.88 0.92  -0.04
C: 0.07 3.70 1.31  -0.05
C: 1.21 3.80 0.54  -0.06
C: 1.31 3.07 -0.63  -0.08
C: 0.27 2.24 -1.03  -0.04
H: 0.35 1.68 -1.95  0.12
H: 2.20 3.14 -1.25  0.12
H: 2.02 4.44 0.84  0.11
H: -0.02 4.28 2.23  0.11
H: -1.87 2.83 1.52  0.12
H: -2.16 1.38 -1.78  0.15
H: -2.93 1.52 -0.19  0.14
H: -2.18 -0.91 -2.35  0.14
H: -2.24 -2.12 -1.05  0.12
H: -4.47 -1.62 -1.87  0.10
H: -4.34 -1.16 -0.19  0.08
H: -4.32 0.08 -1.46  0.08

charge	+1
LUMO	-2.1	eV
spin multiplicity	1
structure (SMILES)	CC[N@@H+](Cc1ccccc1)C[C@@H](O)COc1ccccc1

***

What should be chosen as the least stable of them? Choose i.

***

i.
Here is 2 unconnected molecules or ions with the total composition C4H5ClN2 from the OMol25 dataset. Energies are from ωB97M-V/def2-TZVPD.

Last column: Löwdin charge in e.
CARTESIAN COORDINATES (ANGSTROEM)
C: -0.66 0.40 0.12  -0.18
C: 0.57 -0.42 0.35  -0.17
C: 0.06 -0.13 -0.99  -0.05
C: -1.39 -2.25 -1.57  -0.80
N: -1.90 -2.98 -0.45  0.06
N: -0.92 -3.48 -1.02  0.06
Cl: -2.17 -2.10 -3.10  0.57
H: -1.53 -0.11 0.43  0.08
H: -0.40 1.54 0.18  0.15
H: 1.51 0.09 0.55  0.10
H: 0.48 -1.38 0.89  0.11
H: 0.33 0.19 -1.91  0.06

charge	0
LUMO (alpha / beta)	0.0 / -0.5	eV
spin multiplicity	1

***

ii.
Here is a single C4H5ClN2 molecule from the OMol25 dataset. Energies are from ωB97M-V/def2-TZVPD.

Last column: Löwdin charge in e.
CARTESIAN COORDINATES (ANGSTROEM)
C: -0.27 0.02 0.27  -0.40
C: 0.49 -0.74 -0.81  -0.81
C: 1.49 1.06 -0.38  -0.22
C: -1.57 -0.48 0.90  -0.04
N: 0.21 1.15 0.53  0.14
N: 1.54 -0.11 -1.22  0.07
Cl: -0.13 -2.11 -1.42  0.81
H: 1.57 1.99 -0.98  0.12
H: 2.34 1.01 0.25  0.10
H: -2.23 -0.39 0.02  0.08
H: -1.56 -1.58 1.22  0.10
H: -1.88 0.18 1.63  0.04

charge	0
LUMO	0.4	eV
spin multiplicity	1
structure (SMILES)	CC1=NCN=C1Cl

***

What should be chosen as the least stable of them? Choose i.

***

i.
Here is 3 unconnected molecules or ions with the total composition C7H15N4S from the OMol25 dataset. Energies are from ωB97M-V/def2-TZVPD.

Last column: Löwdin charge in e.
CARTESIAN COORDINATES (ANGSTROEM)
C: 3.10 -1.58 0.20  -0.38
C: 0.93 -1.76 0.49  -0.30
C: -0.02 -1.26 1.18  0.24
C: 1.03 -2.26 -0.93  -0.40
C: -0.23 -1.06 3.50  -0.07
C: -0.99 -1.00 2.20  -0.18
C: -0.76 0.22 -1.52  -0.27
N: 2.17 -1.52 1.02  0.05
N: -2.09 0.59 -1.50  0.03
N: 0.10 1.19 -1.55  0.07
N: -0.86 4.10 -1.99  -0.04
S: 2.75 -2.37 -1.36  0.98
H: 4.13 -1.47 0.52  0.10
H: 0.54 -3.25 -1.06  0.12
H: 0.67 -1.57 -1.62  0.00
H: 0.44 -0.18 3.69  0.12
H: -0.82 -1.13 4.43  0.11
H: 0.31 -1.92 3.50  0.05
H: -1.56 -0.10 1.97  0.13
H: -1.76 -1.80 2.28  0.16
H: -2.66 -0.04 -2.06  0.08
H: -2.29 1.63 -1.69  0.11
H: -0.27 2.21 -1.63  0.07
H: 1.09 1.24 -1.44  0.08
H: 0.05 4.49 -2.30  0.03
H: -1.52 3.84 -2.86  0.09
H: -1.49 4.75 -1.48  0.04

charge	+1
LUMO (alpha / beta)	-5.5 / -5.5	eV
spin multiplicity	1

***

ii.
Here is a gas-phase ion, C7H15N4S (charge +1) from the OMol25 dataset. Energies are from ωB97M-V/def2-TZVPD.

Last column: Löwdin charge in e.
CARTESIAN COORDINATES (ANGSTROEM)
C: -3.06 -0.11 -0.40  -0.41
C: 2.61 -1.35 -1.40  -0.02
C: 1.97 -1.58 1.03  -0.05
C: 2.89 0.65 0.22  -0.06
C: -1.01 2.78 -0.81  0.01
C: -4.84 -0.86 1.59  -0.22
C: 2.08 -0.58 -0.10  -0.62
N: -2.15 0.67 -0.64  0.13
N: 0.33 0.91 -0.41  0.06
N: -1.00 1.30 -0.53  -0.15
N: 0.71 -0.24 -0.43  0.09
S: -4.40 -0.99 -0.29  1.01
H: 2.38 -0.75 -2.26  0.07
H: 3.70 -1.63 -1.23  0.11
H: 2.26 -2.45 -1.33  0.10
H: 2.92 -2.06 1.26  0.09
H: 1.61 -1.09 1.89  0.08
H: 1.43 -2.48 0.69  0.08
H: 2.30 1.38 0.77  0.07
H: 3.92 0.50 0.54  0.08
H: 3.14 1.24 -0.78  0.12
H: -1.26 3.00 -1.93  0.13
H: -1.82 3.20 -0.33  0.06
H: -0.03 3.14 -0.54  0.09
H: -5.06 0.24 1.70  0.07
H: -4.00 -1.27 2.19  0.06
H: -5.62 -1.59 1.53  0.02

charge	+1
LUMO	-4.4	eV
spin multiplicity	1

***

What should be chosen as the least stable of them? Choose ii.

***

i.
Here is a gas-phase ion, C5H13NS (charge +1) from the OMol25 dataset. Energies are from ωB97M-V/def2-TZVPD.

Last column: Löwdin charge in e.
CARTESIAN COORDINATES (ANGSTROEM)
C: 0.86 0.27 1.20  -0.26
C: 1.00 -1.21 1.38  -0.51
S: 2.75 -1.65 1.27  0.91
C: 1.13 0.63 -0.26  -0.18
N: -0.03 0.10 -1.00  0.07
C: -1.20 1.01 -1.19  -0.21
C: -2.49 0.22 -1.04  -0.07
H: -0.10 0.69 1.53  0.12
H: 1.51 0.91 1.80  0.12
H: 0.65 -1.75 0.47  0.08
H: 0.45 -1.63 2.22  0.10
H: 2.74 -2.60 2.22  -0.09
H: 1.95 0.00 -0.62  0.10
H: 1.32 1.66 -0.54  0.15
H: 0.26 -0.01 -1.98  0.15
H: -1.12 1.46 -2.17  0.13
H: -1.15 1.81 -0.46  0.13
H: -3.31 0.91 -0.94  0.08
H: -2.52 -0.31 -0.09  0.08
H: -2.71 -0.52 -1.81  0.09

<S²>	0.757
charge	+1
LUMO (alpha / beta)	-2.7 / -8.5	eV
spin multiplicity	2

***

ii.
Here is a gas-phase ion, C5H13NS (charge +1) from the OMol25 dataset. Energies are from ωB97M-V/def2-TZVPD.

Last column: Löwdin charge in e.
CARTESIAN COORDINATES (ANGSTROEM)
C: -1.18 0.41 -1.16  -0.18
N: 0.09 0.56 -0.41  0.19
C: 0.39 -0.55 0.48  -0.42
C: 0.42 0.00 1.95  -0.47
S: 0.56 -1.51 3.00  0.73
C: 1.63 -1.29 -0.12  -0.01
C: -1.48 1.63 -2.04  -0.07
H: -1.20 -0.55 -1.79  0.19
H: -1.94 0.33 -0.48  0.10
H: 0.84 0.66 -1.09  0.17
H: -0.39 -1.38 0.43  0.15
H: 1.27 0.68 2.16  0.10
H: -0.48 0.52 2.13  0.06
H: 0.80 -0.77 4.18  -0.07
H: 1.80 -1.18 -1.09  0.03
H: 2.46 -1.14 0.55  0.09
H: 1.38 -2.39 -0.04  0.13
H: -1.49 2.64 -1.46  0.12
H: -0.91 1.81 -2.93  0.07
H: -2.56 1.50 -2.27  0.10

<S²>	0.755
charge	+1
LUMO (alpha / beta)	-2.9 / -8.2	eV
spin multiplicity	2

***

What should be chosen as the least stable of them? Choose ii.

***

i.
Here is a single C2HBrF2S molecule from the OMol25 dataset. Energies are from ωB97M-V/def2-TZVPD.

Last column: Löwdin charge in e.
CARTESIAN COORDINATES (ANGSTROEM)
C: -0.12 -0.85 0.48  -0.65
C: -0.01 0.62 -0.12  -0.94
F: 0.95 1.28 0.56  0.02
F: -1.05 1.46 -0.04  0.04
S: -1.26 -1.95 0.84  0.74
Br: 0.56 0.42 -2.00  0.77
H: 0.93 -0.97 0.28  0.02

charge	0
LUMO (alpha / beta)	-1.4 / -1.4	eV
spin multiplicity	1
structure (SMILES)	FC(F)(Br)C=S

***

ii.
Here is 2 unconnected molecules or ions with the total composition C2HBrF2S from the OMol25 dataset. Energies are from ωB97M-V/def2-TZVPD.

Last column: Löwdin charge in e.
CARTESIAN COORDINATES (ANGSTROEM)
C: 0.87 -0.18 0.43  -0.52
C: 0.02 -0.01 -0.57  -0.56
F: -0.67 -0.91 -1.11  0.19
F: -0.19 1.15 -1.27  0.08
S: 1.18 -1.73 1.06  0.82
Br: -2.57 0.96 0.65  -0.11
H: 1.37 0.72 0.81  0.10

charge	0
LUMO (alpha / beta)	-4.5 / -4.5	eV
spin multiplicity	1

***

iii.
Here is 2 unconnected molecules or ions with the total composition C2HBrF2S from the OMol25 dataset. Energies are from ωB97M-V/def2-TZVPD.

Last column: Löwdin charge in e.
CARTESIAN COORDINATES (ANGSTROEM)
C: 0.06 -0.69 -0.45  -0.95
C: 0.27 0.57 0.22  -0.86
F: -0.69 1.36 0.64  0.05
F: 1.27 0.99 1.06  0.06
S: 0.51 0.53 -1.64  0.91
Br: 1.00 -2.33 -0.03  0.64
H: -2.43 -0.43 0.20  0.15

charge	0
LUMO (alpha / beta)	-0.5 / -1.7	eV
spin multiplicity	1

***

What should be chosen as the least stable of them? Choose iii.